Formula: C44H58FN11O4W
Source: OMol25
Level of theory: ωB97M-V with the def2-TZVPD basis set

Each line ends with the Löwdin charge.
Element x y z (Å)
1 W -0.175 -0.283 -1.436  1.790
2 F -1.675 0.133 5.300  0.096
3 C -0.462 -0.111 4.785  -0.176
4 C -0.338 -0.189 3.430  0.091
5 C 0.926 -0.365 2.845  -0.046
6 C 1.075 -0.446 1.408  -0.252
7 O 0.024 -0.421 0.664  -0.167
8 C 2.392 -0.561 0.924  -0.026
9 C 3.444 -0.670 1.818  0.081
10 N 3.311 -0.611 3.133  0.043
11 C 4.483 -0.787 3.989  -0.239
12 C 5.780 -0.156 3.590  -0.058
13 C 5.009 0.394 4.752  -0.076
14 C 2.044 -0.452 3.693  -0.089
15 C 1.886 -0.407 5.084  0.086
16 C 0.640 -0.238 5.665  -0.121
17 N 0.513 -0.193 7.057  -0.077
18 C 1.299 0.781 7.805  -0.117
19 C 1.625 0.262 9.195  -0.072
20 N 0.346 -0.095 9.905  0.071
21 C -0.470 -1.075 9.103  -0.069
22 C -0.746 -0.505 7.721  -0.132
23 C 2.760 -0.596 -0.512  -0.499
24 O 3.865 -0.791 -0.915  0.167
25 O 1.727 -0.360 -1.350  -0.215
26 H -1.212 -0.069 2.806  0.125
27 H 4.445 -0.814 1.433  0.162
28 H 4.498 -1.768 4.448  0.165
29 H 5.805 0.450 2.695  0.117
30 H 6.678 -0.726 3.779  0.126
31 H 4.513 1.343 4.600  0.120
32 H 5.385 0.216 5.750  0.117
33 H 2.752 -0.530 5.716  0.122
34 H 0.755 1.734 7.889  0.148
35 H 2.234 0.995 7.293  0.131
36 H 2.144 1.008 9.793  0.148
37 H 2.218 -0.650 9.152  0.146
38 H -0.202 0.752 10.076  0.191
39 H 0.556 -0.489 10.825  0.195
40 H -1.395 -1.260 9.646  0.149
41 H 0.112 -1.993 9.049  0.147
42 H -1.399 0.373 7.804  0.142
43 H -1.290 -1.263 7.163  0.143
44 C -0.296 -3.279 -2.414  -0.026
45 N -0.956 -3.506 -1.134  -0.105
46 C -0.346 -4.505 -0.243  0.001
47 C -1.855 -2.633 -0.653  -0.353
48 N -1.919 -1.381 -1.194  -0.038
49 C -3.144 -0.646 -1.159  -0.234
50 C -4.424 -1.187 -1.189  -0.019
51 C -5.520 -0.342 -1.109  -0.043
52 C -5.344 1.030 -0.991  -0.044
53 C -4.071 1.579 -1.016  -0.018
54 C -2.974 0.737 -1.147  -0.234
55 N -1.618 1.147 -1.278  -0.055
56 C -1.285 2.353 -1.837  -0.358
57 N -1.991 2.882 -2.838  -0.103
58 C -2.092 4.327 -3.055  -0.003
59 C -2.761 2.073 -3.778  0.003
60 N -0.186 2.963 -1.380  -0.113
61 C 0.743 3.695 -2.249  0.004
62 C 0.283 2.790 -0.007  -0.017
63 N -2.619 -3.006 0.381  -0.116
64 C -3.152 -4.362 0.518  -0.014
65 C -3.057 -2.069 1.411  -0.008
66 H 0.091 -4.226 -2.780  0.115
67 H 0.556 -2.594 -2.315  0.070
68 H -1.000 -2.888 -3.141  0.076
69 H 0.580 -4.846 -0.696  0.104
70 H -0.980 -5.374 -0.090  0.086
71 H -0.122 -4.052 0.724  0.106
72 H -4.572 -2.257 -1.272  0.126
73 H -6.518 -0.758 -1.131  0.124
74 H -6.204 1.680 -0.898  0.124
75 H -3.938 2.652 -0.953  0.127
76 H -1.701 4.864 -2.197  0.105
77 H -3.147 4.578 -3.172  0.111
78 H -1.568 4.642 -3.957  0.102
79 H -2.509 1.023 -3.673  0.080
80 H -2.515 2.404 -4.788  0.109
81 H -3.832 2.201 -3.616  0.107
82 H 0.335 3.853 -3.239  0.074
83 H 1.654 3.099 -2.347  0.097
84 H 0.990 4.658 -1.805  0.113
85 H -0.473 2.290 0.590  0.091
86 H 0.490 3.773 0.416  0.110
87 H 1.210 2.209 0.006  0.086
88 H -3.011 -4.921 -0.403  0.103
89 H -4.223 -4.282 0.708  0.110
90 H -2.691 -4.895 1.351  0.105
91 H -2.558 -1.114 1.282  0.076
92 H -2.791 -2.489 2.382  0.107
93 H -4.137 -1.919 1.374  0.104
94 C 1.046 0.017 -7.964  0.062
95 N 0.279 -0.276 -6.753  -0.019
96 N 0.658 0.191 -5.526  0.074
97 C -0.182 -0.325 -4.604  -0.344
98 O -0.023 0.010 -3.352  -0.203
99 C -1.102 -1.140 -5.254  0.070
100 C -0.776 -1.085 -6.608  -0.213
101 C -1.396 -1.787 -7.761  0.022
102 C 1.627 1.229 -5.323  -0.209
103 C 1.377 2.495 -5.840  -0.019
104 C 2.315 3.495 -5.636  -0.052
105 C 3.468 3.227 -4.907  -0.049
106 C 3.696 1.960 -4.387  -0.046
107 C 2.775 0.943 -4.600  0.001
108 H 2.064 0.267 -7.680  0.109
109 H 0.599 0.846 -8.510  0.113
110 H 1.058 -0.874 -8.586  0.108
111 H -1.922 -1.680 -4.812  0.124
112 H -2.295 -2.308 -7.445  0.099
113 H -0.705 -2.523 -8.177  0.108
114 H -1.660 -1.086 -8.554  0.107
115 H 0.477 2.682 -6.414  0.125
116 H 2.156 4.479 -6.057  0.123
117 H 4.204 4.007 -4.763  0.123
118 H 4.604 1.753 -3.837  0.121
119 H 2.948 -0.055 -4.218  0.127

Output
E_HOMO (spin up / spin down): -16.6 / -16.7 eV
Electronic energy: -75662.559 eV
Gap between HOMO and LUMO (spin up / spin down): 7.325 / 7.316 eV
Multiplicity: 3
⟨S²⟩: 2.0089
Charge: +4

=====

Formula: C44H60ClIO2P3SiTi
Source: OMol25
Level of theory: ωB97M-V with the def2-TZVPD basis set

Each line ends with the Löwdin charge.
Element x y z (Å)
1 Ti 0.950 -1.381 -0.656  0.556
2 C -1.660 4.762 2.937  -0.103
3 C -0.095 4.561 2.849  -0.561
4 C 0.530 4.761 4.224  -0.117
5 P 0.410 2.929 2.062  1.135
6 C 2.246 3.437 1.781  -0.515
7 C 3.180 2.986 2.922  -0.121
8 C 2.728 2.926 0.425  -0.144
9 C -0.231 3.243 0.356  -0.382
10 C -0.241 4.526 -0.141  -0.149
11 C -1.075 4.984 -1.142  -0.084
12 C -1.586 4.010 -1.983  -0.075
13 C -1.253 2.663 -1.759  -0.117
14 C -0.753 2.248 -0.542  -0.287
15 Si -0.950 0.475 0.059  0.681
16 C -2.546 -0.006 -0.940  -0.299
17 C -3.688 0.751 -0.774  -0.085
18 C -4.805 0.596 -1.652  -0.049
19 C -4.728 -0.440 -2.567  -0.095
20 C -3.630 -1.271 -2.692  -0.107
21 C -2.547 -1.089 -1.853  -0.391
22 P -1.072 -2.122 -1.996  1.039
23 C -1.406 -4.013 -1.668  -0.473
24 C -0.659 -5.123 -2.511  -0.088
25 C -2.895 -4.317 -1.654  -0.143
26 C -0.658 -1.950 -3.814  -0.525
27 C -0.581 -0.419 -4.203  -0.089
28 C -1.503 -2.755 -4.788  -0.124
29 C -1.405 0.577 1.910  -0.361
30 C -2.433 1.330 2.442  -0.113
31 C -2.714 1.327 3.840  -0.094
32 C -1.993 0.503 4.632  -0.076
33 C -0.989 -0.358 4.084  -0.104
34 C -0.677 -0.313 2.755  -0.445
35 P 0.259 -1.647 2.028  1.048
36 C -0.916 -3.131 2.368  -0.494
37 C -1.257 -3.596 3.742  -0.125
38 C -2.305 -2.821 1.603  -0.087
39 C 1.578 -1.819 3.420  -0.513
40 C 2.648 -0.734 3.316  -0.107
41 C 2.232 -3.207 3.405  -0.125
42 H -2.117 4.760 1.916  0.072
43 H -1.894 5.765 3.379  0.081
44 H -2.070 4.007 3.623  0.048
45 H 0.261 5.331 2.140  0.068
46 H -0.133 4.309 4.926  0.057
47 H 0.530 5.839 4.433  0.084
48 H 1.546 4.365 4.406  0.058
49 H 2.155 4.590 1.669  0.113
50 H 4.044 2.471 2.519  0.073
51 H 2.604 2.318 3.506  0.013
52 H 3.446 3.804 3.584  0.063
53 H 3.135 1.894 0.569  0.072
54 H 1.990 2.820 -0.353  0.043
55 H 3.549 3.579 0.063  0.086
56 H 0.528 5.278 0.201  0.124
57 H -1.374 6.010 -1.177  0.099
58 H -2.283 4.194 -2.841  0.118
59 H -1.646 1.953 -2.475  0.088
60 H -3.618 1.616 -0.091  0.096
61 H -5.747 1.113 -1.481  0.103
62 H -5.579 -0.562 -3.272  0.114
63 H -3.697 -2.236 -3.247  0.094
64 H -1.097 -4.121 -0.611  0.075
65 H -1.112 -5.261 -3.486  0.057
66 H -0.813 -6.109 -2.056  0.075
67 H 0.436 -4.998 -2.589  0.072
68 H -3.565 -3.994 -2.505  0.074
69 H -3.411 -3.865 -0.773  0.070
70 H -2.961 -5.433 -1.532  0.092
71 H 0.374 -2.308 -3.959  0.086
72 H -1.478 -0.113 -4.750  0.077
73 H 0.282 -0.357 -4.890  0.084
74 H -0.277 0.173 -3.326  0.052
75 H -2.285 -2.070 -5.193  0.073
76 H -2.008 -3.609 -4.344  0.034
77 H -0.855 -3.144 -5.668  0.114
78 H -3.065 1.894 1.790  0.081
79 H -3.510 1.888 4.338  0.110
80 H -2.228 0.477 5.727  0.118
81 H -0.470 -0.982 4.774  0.078
82 H -0.351 -3.943 1.915  0.078
83 H -1.855 -4.550 3.634  0.104
84 H -1.843 -2.782 4.287  0.097
85 H -0.344 -3.858 4.245  0.050
86 H -2.801 -1.987 2.191  0.101
87 H -2.982 -3.691 1.590  0.079
88 H -2.253 -2.515 0.597  -0.005
89 H 0.972 -1.734 4.326  0.067
90 H 3.110 -0.706 2.309  0.080
91 H 3.400 -0.954 4.102  0.086
92 H 2.183 0.275 3.569  0.070
93 H 2.065 -3.837 2.530  0.049
94 H 1.966 -3.811 4.298  0.076
95 H 3.343 -3.152 3.453  0.081
96 Cl 3.870 -2.871 -0.202  0.503
97 C 2.101 -3.029 -0.438  -0.751
98 H 1.990 -3.534 -1.406  -0.005
99 H 1.686 -3.794 0.202  -0.024
100 I 5.234 2.263 -7.142  0.855
101 C 4.893 1.351 -5.289  -0.727
102 C 4.825 2.094 -4.067  -0.129
103 C 4.205 1.527 -2.954  0.019
104 C 3.661 0.193 -3.092  -0.106
105 C 4.142 -0.652 -4.115  0.000
106 C 4.748 -0.029 -5.206  -0.159
107 C 2.636 -0.351 -2.178  -0.496
108 O 1.788 -1.188 -2.620  -0.128
109 O 2.598 -0.095 -0.858  -0.176
110 H 5.217 3.101 -4.066  0.092
111 H 3.949 2.234 -2.134  0.118
112 H 3.950 -1.712 -4.143  0.123
113 H 4.798 -0.633 -6.109  0.095

Output
E_HOMO (spin up / spin down): -6.9 / -6.8 eV
Electronic energy: -130177.033 eV
Gap between HOMO and LUMO (spin up / spin down): 6.853 / 6.842 eV
Multiplicity: 2
⟨S²⟩: 0.7559
Charge: 0

=====

Q: ⟨S²⟩ of number 2 (C44H60ClIO2P3SiTi)?
A: 0.7559

=====

Q: Which value of charge does entry 2 give?
A: 0

=====

Q: Which of these has the highest electronic energy?
A: C44H58FN11O4W

=====

Q: Among the records above, which one has the highest multiplicity?
A: C44H58FN11O4W